No. 1
{
  "formula": "C15H18ClN5O5OsS2",
  "method": "the ωB97M-V functional and the def2-TZVPD basis",
  "elements": ["Os", "C", "C", "N", "C", "S", "N", "N", "C", "C", "C", "C", "C", "C", "C", "N", "H", "H", "H", "H", "H", "H", "H", "H", "H", "H", "H", "H", "H", "O", "Cl", "O", "O", "O", "O", "N", "C", "C", "C", "C", "C", "H", "H", "H", "H", "H", "S"],
  "xyz": [[-0.53, -0.62, -0.49], [0.00, -2.61, 4.51], [0.68, -3.57, 3.54], [1.54, -2.91, 2.58], [1.07, -2.15, 1.56], [-0.56, -2.43, 0.99], [1.94, -1.28, 1.07], [1.43, -0.57, 0.02], [2.18, 0.33, -0.54], [3.59, 0.59, -0.14], [1.54, 1.04, -1.64], [2.21, 1.91, -2.49], [1.54, 2.47, -3.56], [0.20, 2.17, -3.75], [-0.42, 1.32, -2.87], [0.23, 0.77, -1.84], [-0.77, -3.12, 5.09], [-0.48, -1.80, 3.95], [0.72, -2.17, 5.20], [-0.07, -4.15, 2.99], [1.29, -4.29, 4.08], [2.44, -2.60, 2.92], [3.73, 0.28, 0.89], [3.83, 1.65, -0.23], [4.29, 0.03, -0.76], [3.26, 2.10, -2.33], [2.06, 3.14, -4.23], [-0.36, 2.59, -4.58], [-1.47, 1.05, -2.94], [1.01, -3.72, -2.01], [0.61, -2.61, -2.81], [1.67, -1.64, -2.92], [0.18, -3.03, -4.11], [-0.58, -1.97, -2.17], [-0.66, 0.74, 0.98], [-1.84, 1.48, 0.98], [-1.73, 2.76, 0.55], [-2.82, 3.53, 0.32], [-4.11, 2.92, 0.48], [-4.22, 1.60, 0.71], [-3.03, 0.70, 0.72], [-0.71, 3.12, 0.48], [-2.71, 4.58, 0.07], [-5.01, 3.53, 0.41], [-5.19, 1.12, 0.80], [-3.09, -0.07, 1.49], [-2.83, -0.21, -0.90]],
  "homo_energy_ev": [-3.8, -3.8],
  "e_lumo_ev": [2.32, 2.24],
  "homo_lumo_gap_ev": [6.16, 6.06],
  "multiplicity": 2,
  "relative_energy_kj_mol": 0.0,
  "total_energy_ev": -70189.6322,
  "total_charge": -1
}

***

No. 2
{
  "formula": "C40H34IrN3P2S",
  "method": "the ωB97M-V functional and the def2-TZVPD basis",
  "elements": ["Ir", "C", "P", "C", "C", "C", "C", "C", "C", "C", "C", "C", "C", "C", "C", "C", "C", "C", "C", "C", "P", "C", "C", "C", "C", "C", "C", "C", "C", "C", "C", "C", "C", "N", "H", "H", "H", "H", "H", "H", "H", "H", "H", "H", "H", "H", "H", "H", "H", "H", "H", "H", "H", "H", "H", "H", "H", "H", "H", "H", "S", "C", "C", "C", "N", "C", "C", "C", "C", "C", "N", "C", "C", "H", "H", "H", "H", "H", "H", "H", "H"],
  "xyz": [[0.51, -0.74, -0.08], [1.81, -2.63, 2.16], [2.29, -2.27, 0.41], [3.85, -1.40, 0.55], [3.98, -0.10, 0.06], [5.15, 0.61, 0.28], [6.19, 0.01, 0.99], [6.07, -1.29, 1.45], [4.91, -2.01, 1.24], [2.48, -3.80, -0.42], [1.36, -4.66, -0.49], [1.47, -5.86, -1.15], [2.67, -6.21, -1.76], [3.77, -5.36, -1.72], [3.68, -4.14, -1.06], [1.45, -1.32, 2.67], [1.84, -0.60, 3.82], [1.27, 0.65, 3.73], [0.55, 0.70, 2.51], [-0.17, 1.78, 1.84], [0.20, 1.63, 0.06], [1.41, 2.87, -0.31], [2.50, 3.04, 0.56], [3.42, 4.04, 0.32], [3.27, 4.86, -0.80], [2.21, 4.68, -1.67], [1.28, 3.68, -1.45], [-1.26, 2.02, -0.88], [-1.32, 1.54, -2.20], [-2.38, 1.87, -3.01], [-3.40, 2.68, -2.52], [-3.35, 3.16, -1.21], [-2.28, 2.83, -0.39], [0.65, -0.51, 1.89], [2.62, -3.13, 2.69], [0.95, -3.29, 2.11], [3.17, 0.35, -0.50], [5.26, 1.61, -0.10], [7.10, 0.57, 1.17], [6.89, -1.75, 1.99], [4.83, -3.03, 1.59], [0.43, -4.38, -0.01], [0.62, -6.53, -1.21], [2.75, -7.16, -2.28], [4.70, -5.64, -2.19], [4.52, -3.47, -1.05], [2.43, -0.99, 4.64], [1.31, 1.45, 4.46], [0.06, 2.76, 2.24], [-1.26, 1.60, 1.89], [2.61, 2.41, 1.44], [4.25, 4.18, 1.00], [3.99, 5.66, -0.97], [2.10, 5.33, -2.53], [0.46, 3.55, -2.13], [-0.50, 0.94, -2.60], [-2.42, 1.52, -4.04], [-4.22, 2.97, -3.16], [-4.14, 3.80, -0.84], [-2.25, 3.23, 0.62], [-6.01, -1.54, 0.35], [-4.26, -1.49, 0.13], [-3.65, -1.24, -1.09], [-2.28, -1.21, -1.17], [-1.49, -1.41, -0.09], [-2.08, -1.72, 1.09], [-3.44, -1.78, 1.23], [-6.41, 0.12, -0.22], [-6.77, 1.05, 0.73], [-7.11, 2.33, 0.29], [-7.11, 2.69, -0.99], [-6.78, 1.76, -1.89], [-6.42, 0.46, -1.56], [-4.22, -1.08, -1.99], [-1.79, -1.04, -2.11], [-1.42, -1.91, 1.93], [-3.87, -2.01, 2.19], [-6.80, 0.81, 1.78], [-7.41, 3.09, 1.00], [-6.82, 2.07, -2.93], [-6.21, -0.26, -2.34]],
  "homo_energy_ev": [-16.1, -16.0],
  "e_lumo_ev": [-11.99, -12.05],
  "homo_lumo_gap_ev": [4.06, 3.97],
  "multiplicity": 2,
  "relative_energy_kj_mol": 0.0,
  "total_energy_ev": -78726.3069,
  "total_charge": 3
}

***

No. 3
{
  "formula": "C5H23N3O7",
  "method": "the ωB97M-V functional and the def2-TZVPD basis",
  "elements": ["C", "C", "C", "C", "N", "C", "N", "N", "H", "H", "H", "H", "H", "H", "H", "H", "H", "H", "H", "O", "H", "H", "O", "H", "H", "O", "H", "H", "O", "H", "H", "O", "H", "H", "O", "H", "H", "O"],
  "xyz": [[2.68, -0.48, -0.57], [2.21, 0.75, 0.22], [0.83, 0.66, 0.72], [-0.39, 1.25, 0.39], [-1.39, 0.79, 1.19], [-0.83, -0.17, 1.96], [0.56, -0.21, 1.83], [1.73, -0.75, -1.68], [2.91, -1.32, 0.11], [3.68, -0.28, -1.09], [2.95, 0.84, 1.07], [2.12, 1.73, -0.39], [-0.60, 2.09, -0.22], [-1.37, -0.87, 2.67], [1.01, -1.16, 1.87], [2.05, -1.44, -2.33], [0.80, -0.89, -1.31], [-2.04, -4.00, 1.07], [-1.54, -2.60, 0.41], [-1.33, -3.42, 0.94], [-1.02, 2.27, -2.48], [-2.46, 2.76, -2.27], [-1.92, 2.03, -2.39], [1.42, 2.26, -3.07], [0.48, 1.54, -1.99], [0.75, 2.42, -2.33], [-2.69, -1.03, -0.93], [-2.06, -1.98, -1.84], [-1.85, -1.55, -1.08], [1.69, -3.39, 0.95], [0.16, -2.98, 1.25], [1.10, -2.76, 1.39], [0.72, 1.87, 2.91], [0.17, 3.09, 3.63], [0.93, 2.72, 3.23], [-3.17, 0.68, 0.20], [-2.84, 0.97, -1.30], [-3.45, 0.56, -0.72]],
  "smiles": "NCCc1cnc[nH]1.O.O.O.O.O.O.O",
  "homo_energy_ev": -8.5,
  "e_lumo_ev": 0.44,
  "homo_lumo_gap_ev": 8.92,
  "relative_energy_kj_mol": 76.2,
  "total_energy_ev": -24361.0029,
  "total_charge": 0
}

***

No. 4
{
  "formula": "C5H7N3",
  "method": "the ωB97M-V functional and the def2-TZVPD basis",
  "elements": ["C", "N", "C", "C", "C", "N", "C", "N", "H", "H", "H", "H", "H", "H", "H"],
  "xyz": [[0.61, 0.40, -1.62], [0.39, 0.11, -0.20], [-0.49, -0.77, 0.24], [0.47, 1.94, 1.38], [-1.56, -1.07, 0.95], [-0.36, 1.46, 0.55], [0.38, -2.26, -0.48], [0.87, -3.23, -0.87], [0.73, 1.48, -1.74], [-0.22, 0.05, -2.25], [1.53, -0.09, -1.93], [1.41, 1.46, 1.67], [0.24, 2.92, 1.84], [-2.15, -0.29, 1.42], [-1.87, -2.10, 1.04]],
  "smiles": "C=NN(C)C(=C)C#N",
  "homo_energy_ev": -9.4,
  "e_lumo_ev": 0.56,
  "homo_lumo_gap_ev": 9.95,
  "relative_energy_kj_mol": 570.9,
  "total_energy_ev": -9763.4707,
  "total_charge": 0
}

***

No. 5
{
  "formula": "C39H45N12OTl",
  "method": "the ωB97M-V functional and the def2-TZVPD basis",
  "elements": ["Tl", "C", "C", "N", "C", "C", "N", "C", "C", "C", "C", "C", "N", "C", "C", "N", "C", "C", "N", "C", "C", "C", "N", "C", "C", "H", "H", "H", "H", "H", "H", "H", "H", "H", "H", "H", "H", "C", "N", "C", "C", "N", "C", "C", "C", "C", "C", "C", "C", "C", "C", "N", "C", "N", "C", "C", "N", "C", "C", "C", "N", "C", "C", "H", "H", "H", "H", "H", "H", "H", "H", "H", "H", "H", "H", "H", "H", "H", "H", "H", "H", "H", "H", "H", "H", "H", "H", "H", "H", "H", "H", "H", "H", "C", "O", "H", "H", "H"],
  "xyz": [[0.02, -0.55, 0.56], [0.03, -2.92, -3.55], [0.05, -1.80, -2.72], [-1.00, -1.50, -1.98], [-2.07, -2.29, -2.05], [-2.09, -3.39, -2.90], [-1.03, -3.71, -3.64], [-3.22, -1.91, -1.15], [-4.38, -2.66, -1.04], [-5.39, -2.25, -0.18], [-5.20, -1.07, 0.52], [-4.01, -0.37, 0.34], [-3.05, -0.79, -0.47], [-3.72, 0.92, 1.03], [-4.72, 1.82, 1.37], [-4.45, 2.95, 2.03], [-3.17, 3.18, 2.32], [-2.17, 2.31, 1.91], [-2.44, 1.18, 1.28], [-6.64, -3.05, -0.02], [-7.84, -2.45, 0.35], [-8.96, -3.25, 0.51], [-8.97, -4.57, 0.34], [-7.82, -5.13, -0.02], [-6.64, -4.43, -0.20], [0.90, -3.19, -4.15], [0.91, -1.14, -2.61], [-2.95, -4.03, -2.99], [-4.52, -3.55, -1.64], [-5.93, -0.72, 1.24], [-5.75, 1.67, 1.07], [-2.94, 4.07, 2.89], [-1.11, 2.50, 2.11], [-7.92, -1.38, 0.48], [-9.91, -2.79, 0.80], [-7.84, -6.21, -0.16], [-5.74, -4.96, -0.46], [-2.45, 0.82, 5.01], [-1.26, 0.28, 4.38], [-1.39, -1.05, 3.83], [-0.10, 1.00, 4.22], [0.61, 0.86, 3.14], [2.00, 1.04, 3.19], [2.69, 0.43, 4.21], [4.09, 0.54, 4.34], [4.79, 1.27, 3.43], [4.13, 1.88, 2.33], [4.91, 2.60, 1.40], [4.33, 3.14, 0.29], [2.95, 2.99, 0.09], [2.12, 2.35, 0.99], [0.77, 2.20, 0.65], [0.13, 3.16, 0.07], [0.29, 4.51, 0.35], [0.93, 4.93, 1.58], [0.43, 5.47, -0.74], [-0.86, 2.91, -0.83], [-0.89, 1.67, -1.59], [-2.04, 3.74, -0.95], [2.71, 1.75, 2.16], [0.15, 1.88, 5.26], [1.05, 3.00, 5.08], [0.03, 1.44, 6.63], [-3.30, 0.75, 4.32], [-2.29, 1.86, 5.27], [-2.71, 0.26, 5.91], [-2.10, -1.08, 3.00], [-1.74, -1.73, 4.61], [-0.42, -1.39, 3.47], [2.13, -0.16, 4.93], [4.59, 0.04, 5.16], [5.86, 1.39, 3.52], [5.97, 2.69, 1.57], [4.92, 3.66, -0.45], [2.50, 3.35, -0.83], [0.78, 4.17, 2.34], [0.46, 5.86, 1.93], [2.00, 5.10, 1.47], [0.20, 4.99, -1.69], [1.45, 5.84, -0.78], [-0.25, 6.32, -0.60], [0.09, 1.18, -1.60], [-1.18, 1.90, -2.62], [-1.64, 0.97, -1.18], [-2.05, 4.50, -0.17], [-2.93, 3.11, -0.84], [-2.10, 4.23, -1.92], [1.08, 3.29, 4.03], [2.08, 2.77, 5.39], [0.69, 3.85, 5.67], [-0.44, 0.46, 6.67], [-0.56, 2.14, 7.23], [1.03, 1.36, 7.09], [2.82, -0.56, -0.87], [1.50, -0.37, -1.24], [3.48, 0.28, -1.15], [3.28, -1.47, -1.32], [2.97, -0.68, 0.23]],
  "homo_energy_ev": -6.9,
  "e_lumo_ev": -0.45,
  "homo_lumo_gap_ev": 6.48,
  "total_energy_ev": -65794.5720,
  "total_charge": 0
}

***

No. 6
{
  "formula": "C4H5N2O",
  "method": "the ωB97M-V functional and the def2-TZVPD basis",
  "elements": ["C", "C", "C", "C", "N", "N", "O", "H", "H", "H", "H", "H"],
  "xyz": [[-1.28, -2.09, -0.59], [2.22, -1.35, -1.99], [1.12, -0.36, -0.13], [-0.26, 0.19, -0.35], [1.27, -1.17, -1.27], [-1.20, -0.95, -0.20], [2.99, -1.52, -2.81], [1.90, 0.38, 0.10], [1.16, -0.93, 0.74], [-0.53, 1.16, 0.24], [-0.32, 0.37, -1.42], [-2.02, -0.58, 0.19]],
  "homo_energy_ev": -15.0,
  "e_lumo_ev": -7.01,
  "homo_lumo_gap_ev": 8.01,
  "relative_energy_kj_mol": 310.5,
  "total_energy_ev": -9245.0318,
  "total_charge": 1
}

***

No. 7
{
  "formula": "C19H18MnNO",
  "method": "the ωB97M-V functional and the def2-TZVPD basis",
  "elements": ["C", "C", "C", "H", "C", "C", "H", "H", "H", "H", "C", "C", "C", "H", "C", "C", "H", "H", "H", "H", "Mn", "O", "C", "C", "H", "H", "H", "H", "C", "C", "C", "H", "C", "H", "C", "H", "C", "H", "N", "C"],
  "xyz": [[0.52, -1.20, 4.40], [-0.92, -1.57, 4.02], [-0.97, -2.13, 2.69], [-1.73, -1.63, 4.74], [0.30, -1.86, 2.05], [1.11, -1.18, 2.99], [2.14, -0.89, 2.82], [0.95, -1.93, 5.11], [-1.77, -2.70, 2.21], [0.60, -2.16, 1.05], [-1.32, 2.07, 2.47], [-0.99, 1.81, 3.84], [0.34, 1.26, 3.92], [-1.60, 2.04, 4.72], [0.90, 1.37, 2.54], [-0.17, 1.77, 1.65], [-0.12, 1.83, 0.56], [-2.25, 2.48, 2.08], [1.36, 1.21, 6.67], [1.95, 1.29, 2.23], [-0.65, -0.02, 2.68], [0.20, -0.69, -2.20], [-1.26, -0.74, -2.18], [-0.39, -1.27, -3.32], [-1.62, -1.46, -1.45], [-1.86, 0.15, -2.37], [-0.40, -2.34, -3.40], [1.20, -1.96, -5.30], [0.87, -0.93, -5.42], [-0.11, -0.48, -4.52], [-0.53, 0.86, -4.56], [-1.21, 1.26, -3.81], [-0.01, 1.71, -5.53], [-0.36, 2.74, -5.54], [0.98, 1.27, -6.43], [1.38, 1.96, -7.17], [1.39, -0.07, -6.38], [2.16, -0.43, -7.07], [1.14, 0.35, 6.19], [0.76, 0.24, 5.00]],
  "homo_energy_ev": [-6.1, -6.8],
  "e_lumo_ev": [0.55, 0.27],
  "homo_lumo_gap_ev": [6.61, 7.04],
  "multiplicity": 5,
  "total_energy_ev": -54846.2956,
  "total_charge": 0
}

***

No. 8
{
  "formula": "C5H11O2",
  "method": "the ωB97M-V functional and the def2-TZVPD basis",
  "elements": ["C", "O", "C", "C", "C", "C", "H", "H", "H", "H", "H", "H", "H", "H", "H", "H", "H", "O"],
  "xyz": [[-0.08, 1.64, 1.00], [-0.27, 0.51, 1.61], [0.49, 1.48, -0.53], [1.07, 0.20, -1.03], [0.31, -1.07, -0.75], [0.33, -2.34, -1.15], [0.72, 2.21, 1.55], [-1.07, 2.27, 0.73], [-0.19, 1.82, -1.29], [1.15, 2.35, -0.75], [2.12, 0.04, -0.72], [1.33, 0.11, -2.12], [-0.66, -0.81, -0.22], [1.12, -2.98, -1.52], [-0.56, -2.91, -0.96], [-2.74, -0.84, 2.07], [-1.21, -0.41, 1.93], [-1.88, -1.27, 2.11]],
  "homo_energy_ev": -3.6,
  "e_lumo_ev": 4.08,
  "homo_lumo_gap_ev": 7.63,
  "relative_energy_kj_mol": 342.6,
  "total_energy_ev": -9456.4782,
  "total_charge": -1
}

***

| no. | strongest force on any atom (hartree/bohr) |
| --- | --- |
| 1 | 0.00849 |
| 2 | 0.03100 |
| 3 | 0.08302 |
| 4 | 0.13349 |
| 5 | 0.02646 |
| 6 | 0.06160 |
| 7 | 0.07412 |
| 8 | 0.07228 |